Version 1
The following is a quantum chemistry calculation of a structure of composition C13H21BN6ORu, from OMol25.

Last column: natural (NBO) charge in e.
Cartesian coordinates (Å):
C (-1.004, -0.543, 2.650)  0.03
N (-0.367, 0.056, 1.616)  -0.24
N (-0.992, 1.237, 1.339)  -0.27
C (-1.957, 1.437, 2.268)  0.19
C (-2.009, 0.317, 3.100)  0.05
B (-0.531, 2.195, 0.202)  0.52
N (1.042, 2.254, 0.239)  -0.34
N (1.959, 1.188, 0.361)  -0.16
C (3.221, 1.751, 0.362)  0.01
C (3.089, 3.131, 0.423)  -0.13
C (1.732, 3.400, 0.367)  0.23
Ru (1.547, -0.666, 1.012)  1.17
N (-1.164, 1.901, -1.230)  -0.36
N (-0.876, 0.683, -1.778)  -0.16
C (-1.482, 0.566, -2.943)  -0.05
C (-2.221, 1.737, -3.196)  0.01
C (-2.002, 2.567, -2.085)  0.21
H (-1.371, -0.338, -3.535)  0.28
H (-2.401, 3.552, -1.896)  0.29
H (-2.811, 1.911, -4.073)  0.30
H (-0.908, 3.301, 0.494)  0.03
H (1.195, 4.331, 0.454)  0.30
H (-2.489, 2.389, 2.257)  0.31
H (3.897, 3.832, 0.502)  0.32
H (-2.677, 0.103, 3.921)  0.32
H (4.112, 1.135, 0.351)  0.29
H (-0.641, -1.506, 2.976)  0.29
H (2.257, -0.889, -0.920)  0.29
C (3.046, -1.330, -0.256)  -0.76
H (3.965, -0.772, -0.374)  0.28
H (2.882, -1.497, 0.904)  0.22
H (3.227, -2.350, -0.581)  0.33
C (-1.046, -3.125, -1.520)  -0.63
C (-0.721, -2.586, -0.127)  0.05
C (-0.775, -3.718, 0.877)  -0.62
O (0.550, -1.942, -0.035)  -0.35
H (-0.259, -3.807, -1.855)  0.26
H (-1.159, -2.322, -2.250)  0.22
H (-1.995, -3.683, -1.499)  0.28
H (-1.535, -1.876, 0.090)  0.25
H (0.035, -4.420, 0.652)  0.26
H (-0.636, -3.349, 1.893)  0.19
H (-1.730, -4.253, 0.838)  0.29

Computed properties:
Net charge ... +4
Expectation value of S² ... 6.3553
Spin multiplicity ... 5

=====

Version 2
The following is a quantum chemistry calculation of a structure of composition C13H21BN6ORu, from OMol25.

Last column: natural (NBO) charge in e.
Cartesian coordinates (Å):
C (2.958, -0.310, -0.204)  0.02
N (1.704, -0.228, -0.712)  -0.15
N (1.809, -0.042, -2.081)  -0.31
C (3.115, -0.002, -2.411)  0.21
C (3.869, -0.167, -1.258)  0.00
B (0.546, 0.139, -2.956)  0.50
N (-0.420, -1.016, -2.589)  -0.33
N (-0.810, -1.243, -1.263)  -0.18
C (-1.691, -2.285, -1.277)  0.01
C (-1.843, -2.727, -2.593)  -0.05
C (-1.033, -1.917, -3.377)  0.23
Ru (-0.065, -0.379, 0.370)  1.03
N (-0.117, 1.452, -2.479)  -0.29
N (-0.460, 1.556, -1.162)  -0.20
C (-0.985, 2.765, -0.955)  0.04
C (-0.978, 3.472, -2.175)  0.06
C (-0.419, 2.609, -3.114)  0.17
H (-1.336, 3.066, 0.023)  0.29
H (-0.214, 2.727, -4.171)  0.31
H (-1.333, 4.472, -2.343)  0.31
H (0.804, 0.166, -4.125)  0.07
H (-0.841, -1.912, -4.441)  0.30
H (3.405, 0.136, -3.443)  0.31
H (-2.471, -3.536, -2.917)  0.32
H (4.939, -0.182, -1.176)  0.32
H (-2.125, -2.616, -0.344)  0.28
H (3.097, -0.464, 0.857)  0.29
H (-2.047, -0.191, 1.396)  0.28
C (-1.660, -1.102, 1.884)  -0.78
H (-2.330, -1.931, 1.653)  0.29
H (-0.574, -1.427, 1.681)  0.16
H (-1.676, -0.882, 2.954)  0.34
C (0.498, 3.084, 2.717)  -0.63
C (1.219, 1.852, 2.192)  0.06
C (2.185, 1.287, 3.222)  -0.60
O (0.244, 0.869, 1.825)  -0.34
H (-0.112, 2.812, 3.586)  0.26
H (-0.153, 3.510, 1.949)  0.20
H (1.217, 3.852, 3.024)  0.28
H (1.802, 2.159, 1.305)  0.21
H (1.633, 0.991, 4.123)  0.27
H (2.715, 0.414, 2.829)  0.20
H (2.931, 2.040, 3.505)  0.29

Computed properties:
Net charge ... +4
Expectation value of S² ... 6.3580
Spin multiplicity ... 5

=====

Preferred: version 2; penalty for the next structure: 42.7 kcal/mol.

=====

Version 1
The following is a quantum chemistry calculation of an isolated molecule of C8H6N2O, from OMol25.

Last column: natural (NBO) charge in e.
Cartesian coordinates (Å):
O (1.490, 2.166, 0.133)  -0.61
C (1.307, 0.988, -0.066)  0.63
N (2.203, 0.002, -0.041)  -0.44
N (2.159, -1.371, 0.056)  -0.19
C (0.993, -1.897, 0.006)  0.05
C (-0.324, -0.974, -0.104)  -0.03
C (-1.653, -1.425, 0.033)  -0.24
C (-2.585, -0.447, 0.031)  -0.16
C (-2.512, 0.913, 0.058)  -0.22
C (-1.220, 1.355, -0.072)  -0.14
C (-0.103, 0.498, -0.175)  -0.14
H (2.999, 0.569, 0.172)  0.41
H (0.876, -2.942, 0.100)  0.20
H (-1.810, -2.465, 0.221)  0.23
H (-3.654, -0.912, -0.013)  0.20
H (-3.270, 1.541, 0.280)  0.22
H (-1.015, 2.404, -0.192)  0.23

=====

Version 2
The following is a quantum chemistry calculation of an isolated molecule of C8H6N2O, from OMol25.

Last column: natural (NBO) charge in e.
Cartesian coordinates (Å):
C (-1.846, -1.490, 2.180)  -0.25
C (-1.236, -2.205, 1.094)  -0.17
C (-0.416, -1.534, 0.207)  -0.22
C (-0.223, -0.209, 0.342)  0.10
C (0.629, 0.536, -0.608)  0.48
N (1.540, 1.461, -0.352)  -0.43
C (2.026, 1.722, -1.622)  -0.10
C (1.342, 1.147, -2.558)  0.05
O (0.401, 0.272, -1.934)  -0.42
N (-0.763, 0.535, 1.308)  -0.36
C (-1.542, -0.134, 2.255)  0.02
H (-2.445, -2.094, 2.890)  0.23
H (-1.223, -3.310, 1.099)  0.23
H (0.240, -2.073, -0.706)  0.23
H (2.847, 2.504, -1.584)  0.23
H (1.313, 1.204, -3.505)  0.19
H (-1.789, 0.621, 2.852)  0.21

=====

Preferred: version 1; penalty for the next structure: 12.7 kcal/mol.